# 1
The following is a quantum chemistry calculation of a molecular structure, C36H28Cl5MgNPSSi, from the OMol25 dataset.

Geometry as XYZ:
```
74
Properties=species:S:1:pos:R:3:forces:R:3:lowdin_charge:R:1
Mg -0.559787 -0.217132 -0.070776 -0.6 -0.2 -0.4 0.478
C -7.170688 -0.396317 1.336891 0.2 -0.1 -0.2 -0.182
Si -6.211070 -0.739655 -0.260595 -0.3 -0.2 0.1 0.530
C -5.709718 -2.557069 -0.295532 0.0 0.2 0.0 -0.217
C -7.452413 -0.466439 -1.676163 0.2 0.1 0.2 -0.193
C -4.794953 0.480412 -0.503886 0.1 -0.1 -0.1 -0.256
C -5.053162 1.717242 -1.071964 0.0 -0.1 0.0 -0.102
C -4.022896 2.585239 -1.429137 0.0 0.1 0.0 -0.074
C -2.728949 2.137820 -1.265267 -0.1 0.1 -0.1 -0.131
N -2.435221 0.975650 -0.688380 -0.2 -0.1 -0.1 -0.046
C -3.427109 0.187917 -0.222659 -0.4 0.3 -0.1 -0.772
S -2.907712 -1.107377 0.757934 0.3 -0.4 0.3 0.622
H -8.039146 -1.055792 1.405044 0.0 0.0 0.0 0.022
H -7.530272 0.633776 1.374436 0.0 0.0 0.0 0.022
H -6.545524 -0.567902 2.214439 0.0 0.0 0.0 0.026
H -6.578855 -3.202910 -0.446647 -0.1 0.1 0.0 0.023
H -5.229349 -2.831590 0.640419 0.0 0.0 0.0 -0.004
H -4.991878 -2.754403 -1.092725 0.0 0.0 0.0 0.025
H -8.264908 -1.191713 -1.597234 0.0 0.0 0.0 0.022
H -6.993182 -0.583571 -2.658882 0.1 0.0 0.0 0.029
H -7.899730 0.528736 -1.634546 0.0 0.0 0.0 0.016
H -6.081925 2.018759 -1.244709 0.0 0.0 -0.1 0.094
H -4.226440 3.559579 -1.850717 0.0 0.0 0.0 0.093
H -1.883826 2.732495 -1.595922 0.0 0.0 0.0 0.108
C 6.456976 1.443617 -2.001942 0.0 0.0 0.0 -0.106
C 6.184052 1.835725 -0.702235 0.1 0.0 0.0 -0.094
C 5.038613 1.387712 -0.056394 0.0 -0.1 0.0 -0.088
C 4.142222 0.543900 -0.706002 -0.1 0.1 -0.1 -0.351
C 4.435935 0.147480 -2.015285 0.0 0.0 0.0 -0.117
C 5.582944 0.582589 -2.653269 0.0 0.0 0.0 -0.091
P 2.496195 -0.009876 -0.095637 0.8 -0.3 0.2 1.108
C 2.518970 0.467787 1.671269 0.0 0.0 0.0 -0.341
C 2.697639 1.805554 2.036697 -0.1 -0.1 0.0 -0.139
C 2.620695 2.195586 3.363202 0.0 0.1 0.0 -0.093
C 2.327303 1.262047 4.346991 0.0 0.0 0.0 -0.100
C 2.111165 -0.061100 3.994104 0.0 0.0 0.1 -0.087
C 2.206434 -0.457347 2.667703 0.1 0.0 0.0 -0.079
C 2.816141 -1.798393 0.052552 0.1 0.0 0.0 -0.337
C 4.066015 -2.276981 0.364444 -0.1 0.0 0.0 -0.093
C 4.296667 -3.655547 0.487035 0.0 -0.1 0.0 -0.091
C 3.278590 -4.532274 0.241747 0.1 0.0 0.0 -0.053
C 1.987523 -4.077292 -0.108567 0.0 0.3 0.0 -0.180
C 0.952451 -4.998007 -0.381881 -0.1 -0.1 0.0 -0.069
C -0.291277 -4.537032 -0.691594 0.0 -0.2 0.0 -0.099
C -0.564239 -3.153184 -0.699462 0.1 0.2 0.0 -0.180
C 0.377841 -2.178974 -0.421892 0.1 0.0 0.2 -0.137
C 1.708606 -2.672944 -0.167846 0.0 -0.3 0.0 -0.210
H 7.342426 1.808801 -2.507077 0.0 0.0 0.0 0.094
H 6.863370 2.501791 -0.183870 0.0 0.0 0.0 0.097
H 4.856261 1.689343 0.964992 0.0 0.0 0.0 0.085
H 3.748339 -0.514414 -2.528947 0.0 0.0 0.0 0.100
H 5.792411 0.266068 -3.667701 0.0 0.0 0.0 0.099
H 2.895366 2.547089 1.272333 0.0 0.1 0.0 0.106
H 2.778257 3.234981 3.624383 0.0 0.0 0.0 0.102
H 2.252334 1.569208 5.382643 0.0 0.0 0.0 0.096
H 1.874214 -0.791826 4.757706 0.0 0.0 0.0 0.100
H 2.044462 -1.496236 2.409743 0.0 0.0 0.0 0.105
H 4.885794 -1.586693 0.522338 0.0 0.0 0.0 0.104
H 5.278518 -4.012912 0.774002 0.0 0.0 0.0 0.095
H 3.450556 -5.601344 0.314284 0.0 0.0 0.0 0.103
H 1.160936 -6.061336 -0.329818 0.0 0.0 0.0 0.100
H -1.095349 -5.235802 -0.896837 0.0 0.0 0.0 0.094
H -1.586632 -2.861575 -0.914438 0.0 0.0 0.1 0.039
Cl 1.078140 1.307306 -2.947930 0.0 -0.1 -0.4 0.678
C 0.790810 2.336194 -1.586664 -0.1 0.0 0.6 -0.757
C 0.237961 1.738532 -0.459155 0.1 0.7 0.0 -0.366
C -0.015350 2.587835 0.605999 0.3 0.2 -0.6 -0.738
Cl -0.773002 1.852011 1.976299 -0.2 0.0 0.6 0.743
C 0.283713 3.944762 0.599402 0.0 0.0 0.1 -0.713
Cl -0.051789 4.940453 1.971859 0.0 0.0 0.0 0.658
C 0.885657 4.489721 -0.531730 0.0 0.0 -0.1 -0.714
Cl 1.288211 6.169078 -0.577320 0.0 0.0 0.0 0.645
C 1.140082 3.680030 -1.641692 0.0 0.0 0.0 -0.709
Cl 1.885523 4.350147 -3.049956 0.0 0.0 0.0 0.650
```
Forces are in eV/Å.

Computed properties:
LUMO level ... 2.43 eV
Highest occupied orbital energy ... -0.179 hartree
Net charge ... -1
Gap between HOMO and LUMO ... 7.314 eV
DFT total energy ... -4973.663109 a.u.
M ... 767.3 g mol⁻¹

---

# 2
The following is a quantum chemistry calculation of a single C5H5N molecule, from the OMol25 dataset.

Geometry as XYZ:
```
11
Properties=species:S:1:pos:R:3:forces:R:3:lowdin_charge:R:1
C 0.142246 0.395595 1.314041 0.0 0.1 0.1 -0.058
C -0.310977 -0.422168 0.090243 0.0 0.0 0.0 -0.371
C -0.329582 0.391377 -1.136245 0.0 0.3 -0.4 -0.113
C -0.346988 1.086662 -2.117210 0.0 -0.3 0.4 0.136
C 0.549745 -1.608699 -0.082500 0.6 -0.8 -0.1 -0.195
N 1.229235 -2.538505 -0.185252 -0.7 0.9 0.1 0.158
H -0.527088 1.247934 1.451376 0.1 -0.1 0.0 0.086
H 0.118334 -0.222556 2.215124 0.0 0.1 -0.1 0.086
H 1.158289 0.769398 1.170276 -0.1 -0.1 0.0 0.091
H -1.326210 -0.795547 0.274885 0.1 0.0 -0.1 0.148
H -0.356620 1.697381 -2.994027 0.0 -0.1 0.2 0.034
```
Forces are in eV/Å.

Computed properties:
LUMO level ... 0.79 eV
Highest occupied orbital energy ... -0.394 hartree
Energy relative to the best compared isomer or geometry (same formula, charge and spin) ... 205.5 kJ/mol
Gap between HOMO and LUMO ... 11.524 eV
DFT total energy ... -248.196765 a.u.
M ... 79.1 g mol⁻¹
Structure (SMILES) ... C#C[C@H](C)C#N